The following is a DFT calculation (the ωB97M-V functional and the def2-TZVPD basis) of a cluster of 13 separate species, C42H118N8O18 in total in a non-equilibrium geometry.

Each line ends with the Löwdin charge.
Positions of all 186 atoms, in Å:
C -1.245 -2.175 5.519  -0.20
C -2.114 -2.473 4.258  -0.23
O -3.362 -3.039 4.600  -0.08
O -0.880 -3.397 6.141  -0.07
H -1.757 -1.551 6.251  0.12
H -0.375 -1.667 5.103  0.10
H -1.584 -3.163 3.601  0.10
H -2.352 -1.556 3.719  0.11
H -3.188 -3.807 5.149  0.08
H -1.639 -3.974 6.249  0.08
C -1.640 1.784 4.908  -0.26
C -1.291 3.191 4.397  -0.16
O -1.161 3.049 2.938  -0.12
O -2.987 1.521 4.891  -0.07
H -1.312 1.596 5.930  0.12
H -1.142 1.044 4.281  0.12
H -0.384 3.408 4.961  0.11
H -2.018 3.959 4.660  0.12
H -1.931 2.553 2.649  0.04
H -3.442 2.137 5.470  0.09
C 3.088 1.517 4.705  -0.25
C 2.968 0.167 5.412  -0.19
O 1.937 -0.638 4.797  -0.11
O 3.537 1.355 3.380  -0.05
H 3.824 2.010 5.340  0.11
H 2.155 2.080 4.664  0.11
H 2.730 0.130 6.475  0.12
H 3.896 -0.399 5.331  0.12
H 2.060 -0.475 3.859  0.04
H 3.104 2.075 2.915  0.03
C 0.211 -0.903 1.308  -0.27
C -0.035 0.562 1.331  -0.26
O 0.640 1.127 0.262  -0.07
O 1.498 -1.230 1.717  -0.04
H -0.092 -1.269 0.327  0.12
H -0.458 -1.277 2.082  0.10
H 0.339 0.926 2.288  0.11
H -1.120 0.670 1.331  0.11
H 0.101 1.271 -0.519  0.02
H 2.089 -0.642 1.242  0.05
C 2.325 4.875 1.924  -0.17
C 1.413 5.559 2.989  -0.18
O 0.048 5.434 2.507  -0.09
O 2.192 3.426 1.944  -0.10
H 3.339 5.154 2.212  0.12
H 2.241 5.165 0.877  0.11
H 1.509 6.640 3.089  0.11
H 1.557 5.140 3.985  0.11
H -0.282 4.548 2.676  0.00
H 1.334 3.055 1.727  0.06
C 1.182 -4.479 2.970  -0.05
C 2.363 -4.327 3.973  -0.42
C 3.662 -3.914 3.252  -0.12
O 3.813 -4.792 2.080  -0.21
C 4.448 -4.231 0.988  -0.13
N 1.917 -3.598 5.097  0.06
H 1.046 -3.703 2.217  0.05
H 0.193 -4.423 3.425  0.05
H 1.228 -5.383 2.363  0.07
H 2.547 -5.318 4.388  0.12
H 4.542 -4.053 3.879  0.12
H 3.506 -2.896 2.894  0.11
H 5.442 -3.847 1.216  0.08
H 3.820 -3.399 0.669  0.07
H 4.425 -4.968 0.184  0.09
H 0.916 -3.546 5.227  0.03
H 2.188 -2.632 4.980  0.04
C 3.793 -0.561 -0.645  -0.04
C 5.072 -0.013 -1.457  -0.36
C 5.932 -1.201 -1.964  -0.19
O 6.406 -1.966 -0.862  -0.20
C 7.241 -3.033 -1.202  -0.13
N 4.541 0.923 -2.437  0.04
H 3.276 -1.300 -1.257  0.08
H 3.083 0.194 -0.307  0.04
H 4.248 -1.040 0.222  0.06
H 5.691 0.438 -0.682  0.13
H 6.824 -0.970 -2.547  0.12
H 5.266 -1.751 -2.630  0.11
H 7.558 -3.416 -0.232  0.08
H 8.176 -2.736 -1.677  0.08
H 6.756 -3.837 -1.755  0.09
H 4.022 1.645 -1.958  0.00
H 3.785 0.499 -2.955  0.03
C -1.139 -4.159 -5.048  -0.07
C -0.627 -5.348 -4.202  -0.39
C -1.060 -5.462 -2.705  -0.21
O -0.440 -4.576 -1.808  -0.19
C -0.983 -4.693 -0.488  -0.09
N -1.118 -6.513 -4.979  0.02
H -1.061 -3.301 -4.381  0.06
H -2.171 -4.186 -5.400  0.08
H -0.455 -4.039 -5.889  0.07
H 0.459 -5.289 -4.274  0.13
H -0.729 -6.443 -2.365  0.12
H -2.148 -5.476 -2.643  0.12
H -0.489 -4.122 0.298  0.08
H -0.768 -5.721 -0.196  0.08
H -2.073 -4.684 -0.481  0.07
H -0.471 -7.276 -4.840  0.06
H -0.972 -6.323 -5.960  0.06
C -1.406 3.900 -0.693  -0.03
C -1.963 2.674 -1.333  -0.40
C -3.006 3.054 -2.395  -0.15
O -3.596 1.958 -3.161  -0.20
C -4.820 2.186 -3.704  -0.15
N -0.892 1.889 -1.913  0.06
H -2.231 4.539 -0.380  0.08
H -0.800 4.535 -1.339  0.09
H -0.854 3.693 0.224  0.07
H -2.453 2.004 -0.627  0.13
H -2.721 3.831 -3.104  0.13
H -3.744 3.587 -1.795  0.09
H -4.857 3.125 -4.256  0.10
H -5.512 2.165 -2.862  0.06
H -5.123 1.331 -4.310  0.09
H -0.426 2.488 -2.579  0.04
H -1.337 1.223 -2.528  0.08
C -5.233 -1.862 2.034  -0.05
C -4.370 -2.603 0.981  -0.39
C -3.297 -1.716 0.210  -0.16
O -3.806 -0.431 -0.039  -0.24
C -4.924 -0.342 -0.965  -0.07
N -3.848 -3.799 1.616  0.05
H -5.987 -2.511 2.480  0.08
H -5.836 -1.041 1.646  0.06
H -4.605 -1.462 2.830  0.06
H -5.063 -2.910 0.198  0.12
H -2.902 -2.028 -0.757  0.12
H -2.362 -1.620 0.762  0.09
H -5.284 0.686 -0.921  0.07
H -5.852 -0.879 -0.767  0.08
H -4.706 -0.691 -1.974  0.09
H -3.702 -3.488 2.565  0.02
H -4.602 -4.469 1.657  0.08
C 4.078 4.543 -2.321  -0.07
C 2.707 3.923 -2.215  -0.36
C 2.154 3.405 -3.610  -0.15
O 0.747 3.554 -3.732  -0.23
C 0.135 3.001 -4.903  -0.07
N 2.786 2.826 -1.175  0.05
H 4.110 5.395 -3.000  0.08
H 4.737 3.790 -2.753  0.08
H 4.478 4.903 -1.373  0.08
H 2.059 4.666 -1.749  0.12
H 2.509 2.398 -3.828  0.11
H 2.621 4.035 -4.368  0.12
H 0.877 2.728 -5.654  0.09
H -0.507 3.801 -5.271  0.09
H -0.542 2.194 -4.623  0.07
H 1.875 2.444 -0.962  0.04
H 2.989 3.177 -0.250  0.06
C -4.885 3.676 3.090  -0.04
C -5.029 2.725 1.846  -0.36
C -5.200 3.442 0.441  -0.12
O -6.503 4.157 0.382  -0.18
C -6.793 4.621 -0.921  -0.13
N -3.888 1.827 1.907  0.06
H -5.512 4.567 3.042  0.07
H -3.910 4.156 3.175  0.06
H -5.059 3.183 4.047  0.07
H -5.904 2.092 1.993  0.13
H -5.115 2.718 -0.369  0.08
H -4.387 4.167 0.387  0.11
H -7.723 5.188 -0.880  0.09
H -7.062 3.776 -1.555  0.07
H -6.043 5.251 -1.399  0.09
H -4.072 1.051 1.287  0.04
H -3.910 1.339 2.792  0.06
C 4.273 -1.616 -5.787  -0.05
C 2.887 -1.203 -6.401  -0.39
C 1.725 -1.194 -5.355  -0.22
O 2.007 -0.294 -4.328  -0.22
C 0.906 -0.195 -3.457  -0.10
N 2.988 0.162 -6.914  0.04
H 4.595 -0.880 -5.051  0.06
H 4.973 -1.798 -6.603  0.07
H 4.033 -2.564 -5.305  0.07
H 2.702 -1.980 -7.142  0.13
H 1.429 -2.147 -4.916  0.11
H 0.852 -0.820 -5.889  0.12
H 0.822 -1.201 -3.045  0.10
H -0.015 0.056 -3.984  0.08
H 1.025 0.558 -2.679  0.07
H 3.009 0.721 -6.073  0.05
H 2.088 0.409 -7.300  0.06

Summary:
HOMO-LUMO gap: 0.3017 Ha
energy relative to the best compared isomer or geometry (same formula, charge and spin): 72.7 kcal/mol
charge: 0
DFT total energy: -94234.1405 eV